--- P ---
CHF3N2 | ωB97M-V/def2-TZVPD

XYZ file:
```
7
Properties=species:S:1:pos:R:3:nbo_charge:R:1
C 1.1155 0.6431 0.1929 0.61
N 0.2593 0.0367 -0.5048 -0.53
N 2.2427 1.0711 -0.3933 0.12
F 0.9388 0.9258 1.5021 -0.31
F 3.0505 1.7632 0.3899 -0.15
F 3.4056 -1.0226 0.1171 -0.11
H -0.5864 -0.2826 -0.0441 0.38
```

Charge: 0
LUMO level (alpha / beta) (Eh): -0.09803 / -0.14188
HOMO-LUMO gap (alpha / beta) (eV): 9.5 / 7.4

--- Q ---
CHF3N2 | ωB97M-V/def2-TZVPD

XYZ file:
```
7
Properties=species:S:1:pos:R:3:nbo_charge:R:1
C 0.3282 0.8650 -0.5751 0.67
N -0.1782 1.3764 0.4220 -0.68
N 0.4276 -1.5696 0.0905 0.37
F 0.5086 1.2442 -1.7799 -0.27
F -0.0320 -1.0134 1.2862 -0.26
F -0.7313 -1.6161 -0.6752 -0.24
H -0.3229 0.7135 1.2316 0.42
```

Charge: 0
LUMO level (alpha / beta) (Eh): -0.02580 / -0.04475
HOMO-LUMO gap (alpha / beta) (eV): 10.5 / 7.9

Preferred: P; penalty for the next structure: 12.4 kcal/mol.

--- P ---
C3H4N3 | ωB97M-V/def2-TZVPD

XYZ file:
```
10
Properties=species:S:1:pos:R:3:nbo_charge:R:1
C 0.3761 -1.2092 -0.4652 0.39
C 0.6220 1.2047 -0.4294 0.34
C -0.9441 0.1732 0.8760 0.37
N -0.5639 -1.0124 0.4764 -0.41
N 1.1641 -0.1975 -0.7078 -0.53
N -0.5264 1.2897 0.2003 -0.56
H 0.5116 -2.1035 -0.9759 0.24
H -1.4819 0.4255 1.7573 0.24
H 2.0039 -0.1675 -1.2644 0.47
H -1.0018 2.1386 0.4307 0.46
```

Charge: +1
LUMO level (Eh): -0.21921
HOMO-LUMO gap (eV): 8.8

--- Q ---
C3H4N3 | ωB97M-V/def2-TZVPD

XYZ file:
```
10
Properties=species:S:1:pos:R:3:nbo_charge:R:1
C -0.9014 -1.3614 -0.0577 0.24
C 0.0277 0.3887 -0.0986 0.47
C 1.4031 0.6411 0.0871 -0.73
N -2.0264 -0.8370 0.0250 -0.20
N -1.0181 1.0675 0.1947 -0.23
N -2.0885 0.4501 -0.0484 0.29
H -0.4693 -2.3307 -0.3096 0.28
H 1.7815 0.5561 -0.9513 0.31
H 1.7314 -0.1534 0.6822 0.30
H 1.5600 1.5790 0.4768 0.28
```

Charge: +1
LUMO level (alpha / beta) (Eh): -0.32743 / -0.32541
HOMO-LUMO gap (alpha / beta) (eV): 7.2 / 7.4

Preferred: P; penalty for the next structure: 111.6 kcal/mol.

--- P ---
C3HN2O3 | ωB97M-V/def2-TZVPD

XYZ file:
```
9
Properties=species:S:1:pos:R:3:nbo_charge:R:1
C 2.2030 0.2929 -0.1751 0.84
C -1.7052 -1.5774 0.3767 0.31
C -0.3064 0.8501 0.0537 0.78
N 1.0267 0.1383 -0.0716 -0.61
N -1.2680 0.0247 -0.1425 -0.79
O 3.3592 0.2890 -0.1185 -0.59
O -0.9635 -2.3758 -0.1011 -0.63
O -0.1253 2.0227 0.3372 -0.68
H -2.2205 0.3355 -0.1588 0.37
```

Charge: -1
LUMO level (Eh): 0.14066
HOMO-LUMO gap (eV): 7.8

--- Q ---
C3HN2O3 | ωB97M-V/def2-TZVPD

XYZ file:
```
9
Properties=species:S:1:pos:R:3:nbo_charge:R:1
C -2.0750 0.9148 -2.9824 0.82
C 1.5242 1.3425 1.2366 0.21
C -0.2504 -0.0035 -1.4968 0.90
N -1.1806 0.1992 -2.6899 -0.62
N 0.8503 0.3991 1.1484 -0.72
O -2.9652 1.5664 -3.3840 -0.61
O -0.6849 -0.8338 -0.7114 -0.75
O 0.7394 0.6859 -1.5240 -0.68
H 0.2744 -0.3216 0.7371 0.46
```

Charge: -1
LUMO level (Eh): 0.13985
HOMO-LUMO gap (eV): 9.3

Preferred: Q; penalty for the next structure: 27.0 kcal/mol.

--- P ---
C3H8O2S2 | ωB97M-V/def2-TZVPD

XYZ file:
```
15
Properties=species:S:1:pos:R:3:nbo_charge:R:1
O 2.0003 -0.4144 1.5347 -0.52
C 1.6132 0.6175 0.9066 0.43
C 0.3743 0.8603 0.1046 -0.55
C -0.7892 1.0023 1.1181 -0.53
S -2.4948 0.8107 0.4479 0.11
S -2.4349 -1.2092 -0.0150 -0.18
H 2.1355 1.5622 1.2401 0.11
H 0.1928 -0.1022 -0.4133 0.24
H 0.2657 1.7193 -0.6389 0.25
H -0.9062 1.9866 1.7112 0.24
H -0.6270 0.3062 1.9877 0.24
H -3.2952 -1.2476 -1.1869 0.17
O 1.6722 -1.9504 -2.3479 -0.95
H 0.9861 -1.5777 -2.8796 0.47
H 1.3072 -2.3637 -1.5693 0.48
```

SMILES string: O=CCCSS.O
Charge: 0
LUMO level (Eh): 0.00823
HOMO-LUMO gap (eV): 9.0

--- Q ---
C3H8O2S2 | ωB97M-V/def2-TZVPD

XYZ file:
```
15
Properties=species:S:1:pos:R:3:nbo_charge:R:1
O 2.0378 -3.5575 -0.2765 -0.51
C 1.6456 -2.6018 0.3820 0.43
C 0.6304 -1.6031 -0.0097 -0.54
C -0.0630 -1.0594 1.2371 -0.56
S -1.7391 -0.3290 1.1402 0.12
S -1.2207 1.6574 1.1372 -0.14
H 2.2795 -2.3900 1.2947 0.10
H 1.1933 -0.8841 -0.6806 0.25
H -0.1162 -2.1934 -0.6008 0.24
H -0.0043 -1.8040 2.0652 0.23
H 0.6165 -0.3078 1.6939 0.24
H -0.8762 1.7868 -0.2271 0.14
O 1.5765 4.4490 -4.6757 -0.93
H 1.2412 3.9210 -5.4106 0.46
H 0.8283 5.0710 -4.6125 0.46
```

SMILES string: O=CCCSS.O
Charge: 0
LUMO level (Eh): 0.01072
HOMO-LUMO gap (eV): 9.8

Preferred: Q; penalty for the next structure: 10.6 kcal/mol.

--- P ---
C3H3N3O | ωB97M-V/def2-TZVPD

XYZ file:
```
10
Properties=species:S:1:pos:R:3:mulliken_spin:R:1
C 0.6101 1.0946 -0.0152 0.00
C 2.1246 -0.7974 0.3133 -0.02
C -1.4791 -0.8560 -0.0643 0.79
N -0.1245 2.0590 -0.0916 0.00
N 3.0637 -1.4624 0.4487 0.01
N 1.1005 -0.0150 0.0984 0.03
O -2.2857 -0.0363 -0.4222 0.95
H -0.6437 -1.2980 -0.7474 0.13
H -1.4586 -1.2054 0.9850 0.12
H -0.9072 2.5170 -0.5047 0.00
```

Charge: 0
2S+1: 3
LUMO level (alpha / beta) (Eh): 0.01304 / -0.09886
HOMO-LUMO gap (alpha / beta) (eV): 7.1 / 7.7
⟨S²⟩: 2.006

--- Q ---
C3H3N3O | ωB97M-V/def2-TZVPD

XYZ file:
```
10
Properties=species:S:1:pos:R:3:mulliken_spin:R:1
C -0.8956 1.2107 -0.1194 -0.03
C -0.9693 -1.1838 -0.1958 -0.03
C -0.2488 -0.0265 0.2854 0.50
N -1.4087 2.1927 -0.3958 0.18
N -1.5024 -2.1277 -0.5545 0.27
N 1.3426 0.0172 -0.4294 1.20
O 0.0140 -0.1086 1.6392 -0.02
H 1.2812 0.6552 -1.2181 -0.06
H 1.4987 -0.9148 -0.8029 -0.06
H 0.8883 0.2856 1.7912 0.03
```

Charge: 0
2S+1: 3
LUMO level (alpha / beta) (Eh): 0.00629 / -0.17101
HOMO-LUMO gap (alpha / beta) (eV): 6.5 / 7.4
⟨S²⟩: 2.016

Preferred: P; penalty for the next structure: 16.9 kcal/mol.